{"formula": "C3H7O3", "method": "the ωB97M-V functional and the def2-TZVPD basis", "elements": ["C", "O", "H", "H", "H", "H", "C", "C", "O", "O", "H", "H", "H"], "positions_angstrom": [[1.875, -1.039, -0.744], [3.130, -0.628, -1.315], [3.134, 0.334, -1.322], [2.008, -1.838, -0.011], [1.200, -1.355, -1.559], [1.352, -0.223, -0.255], [-2.360, 0.314, 0.672], [-1.078, 1.170, 0.844], [-0.054, 0.528, 1.193], [-1.188, 2.390, 0.622], [-2.480, 0.055, -0.380], [-3.246, 0.875, 0.964], [-2.294, -0.584, 1.291]], "atomic_forces_ev_per_a": [[-0.50, 0.33, -0.61], [0.02, -0.08, 0.18], [-0.03, -0.13, 0.06], [0.19, 0.02, -0.22], [0.26, -0.28, 0.26], [0.08, 0.10, 0.33], [0.00, 0.09, 0.27], [0.02, -0.23, 0.22], [-0.04, 0.10, -0.11], [-0.02, 0.13, -0.12], [0.06, -0.17, -0.05], [-0.07, 0.17, 0.01], [0.02, -0.06, -0.24]], "mulliken_charge": [-0.19, -0.55, 0.32, 0.19, 0.19, 0.06, -0.83, 0.57, -0.76, -0.72, 0.18, 0.28, 0.27], "total_charge": -1, "e_above_lowest_kj_mol": 100.5}

{"formula": "C3H7O3", "method": "the ωB97M-V functional and the def2-TZVPD basis", "elements": ["C", "O", "C", "H", "H", "H", "H", "H", "O", "C", "O", "H", "H"], "positions_angstrom": [[0.500, 1.459, -0.469], [0.443, 1.142, 0.917], [-0.206, 0.477, -1.373], [1.545, 1.582, -0.793], [0.028, 2.449, -0.513], [0.025, 0.744, -2.419], [-1.288, 0.441, -1.279], [0.162, -0.538, -1.245], [-1.558, -1.517, 1.238], [-0.443, -1.962, 1.531], [0.704, -1.586, 1.142], [-0.412, -2.842, 2.225], [0.501, 0.150, 1.038]], "atomic_forces_ev_per_a": [[-0.25, 0.15, 1.13], [0.11, -0.41, -0.28], [0.22, -0.17, -1.00], [-0.01, -0.09, -0.03], [0.07, 0.00, -0.37], [-0.11, 0.06, 0.15], [-0.06, 0.14, 0.34], [0.05, -0.02, 0.30], [-0.05, 0.04, 0.00], [0.44, -0.23, -0.18], [-0.41, 0.19, 0.17], [-0.08, -0.07, 0.08], [0.07, 0.42, -0.31]], "mulliken_charge": [-0.22, -0.55, -0.96, 0.20, 0.24, 0.34, 0.26, 0.28, -0.62, -0.02, -0.73, 0.38, 0.38], "total_charge": -1, "e_above_lowest_kj_mol": 67.8}

{"formula": "C3H7O3", "method": "the ωB97M-V functional and the def2-TZVPD basis", "elements": ["C", "O", "H", "H", "H", "H", "C", "C", "O", "O", "H", "H", "H"], "positions_angstrom": [[0.696, -1.074, 1.705], [0.563, -1.737, 0.446], [0.829, -1.105, -0.248], [1.746, -0.883, 1.961], [0.168, -1.690, 2.426], [0.178, -0.137, 1.672], [-1.208, 0.857, -1.413], [0.214, 1.107, -0.789], [0.235, 1.707, 0.305], [1.170, 0.640, -1.446], [-1.329, -0.208, -1.569], [-1.281, 1.396, -2.359], [-1.979, 1.128, -0.692]], "atomic_forces_ev_per_a": [[-0.22, -0.29, -0.66], [0.25, 0.11, -0.04], [0.02, -0.04, 0.14], [-0.15, -0.22, 0.16], [0.33, -0.30, 0.34], [-0.10, 0.72, 0.02], [0.51, 0.06, 0.67], [-0.97, 0.05, -0.06], [0.12, 0.14, -0.03], [0.33, -0.30, -0.02], [0.13, -0.29, -0.38], [-0.19, -0.07, 0.04], [-0.04, 0.41, -0.19]], "mulliken_charge": [-0.50, -0.53, 0.33, 0.20, 0.25, 0.25, -0.75, 0.46, -0.71, -0.74, 0.21, 0.27, 0.27], "total_charge": -1, "e_above_lowest_kj_mol": 77.2}

{"formula": "C3H7O3", "method": "the ωB97M-V functional and the def2-TZVPD basis", "elements": ["C", "C", "O", "O", "H", "H", "H", "C", "O", "H", "H", "H", "H"], "positions_angstrom": [[-1.379, -0.061, -2.227], [-0.433, -0.274, -1.017], [-1.002, -0.401, 0.097], [0.776, -0.429, -1.279], [-2.254, 0.515, -1.924], [-1.688, -1.058, -2.525], [-0.873, 0.448, -3.037], [1.468, 0.393, 1.990], [0.321, -0.295, 2.491], [-0.209, -0.544, 1.696], [1.367, 1.450, 2.267], [2.332, 0.024, 2.551], [1.573, 0.232, 0.919]], "atomic_forces_ev_per_a": [[0.11, 0.31, 0.69], [-0.02, -0.61, -0.32], [-0.07, 0.16, 0.15], [0.06, 0.27, 0.06], [-0.10, -0.09, -0.01], [-0.14, -0.09, -0.26], [0.16, -0.05, -0.25], [-0.67, -0.25, 0.99], [0.15, -0.20, -0.25], [0.05, 0.32, -0.05], [0.11, 0.14, -0.43], [0.22, -0.09, -0.25], [0.14, 0.17, -0.08]], "mulliken_charge": [-0.98, 0.69, -0.82, -0.73, 0.29, 0.22, 0.29, -0.42, -0.57, 0.51, 0.15, 0.19, 0.18], "total_charge": -1, "e_above_lowest_kj_mol": 54.2}

no.,E_LUMO (eV)
1,3.842
2,4.238
3,4.235
4,4.353